DFT (ωB97M-V/def2-TZVPD) results for the molecule C5H6O.

```
12
Properties=species:S:1:pos:R:3:forces:R:3
C -1.812133 -0.090610 -0.027976 0.0 0.0 0.0
C -0.321814 -0.097901 -0.037265 -0.3 0.0 0.1
C 0.742323 0.986817 0.202752 0.0 0.2 0.4
O 1.646965 1.011999 -0.912640 -0.1 0.0 -0.3
C 1.747005 -0.048785 0.040575 0.3 -0.2 0.2
C 0.609994 -1.038367 -0.203911 0.0 -0.4 -0.1
H -2.261103 0.484416 -0.844883 0.2 0.0 0.0
H -2.168971 0.348530 0.909986 0.0 -0.1 -0.1
H -2.182006 -1.118002 -0.087593 0.0 0.1 0.0
H 0.745744 1.831396 0.882867 0.0 -0.1 -0.2
H 2.676978 -0.185265 0.582296 -0.1 0.1 -0.2
H 0.577019 -2.084232 -0.504203 0.0 0.3 0.1
```
Forces are in eV/Å.

## Properties
* net charge: 0
* SMILES: CC1=C[C@H]2O[C@@H]12
* energy relative to the best compared isomer or geometry (same formula, charge and spin): 295.3 kJ/mol
* LUMO level: 0.039 Ha
* E_HOMO: -9.0 eV
* spin multiplicity: 1
* frontier orbital gap: 0.371 hartree